No. 1
A structure of composition C30H86FeN4O15P, computed with ωB97M-V/def2-TZVPD.

Values from the calculation:
Kohn-Sham gap (alpha / beta): 8.40 / 7.50 eV
HOMO level (alpha / beta): -8.47 / -8.49 eV
Molecular weight: 829.8 u
Energy relative to the best compared isomer or geometry (same formula, charge and spin): 136.4 kJ/mol
⟨S²⟩: 8.757
Multiplicity: 6

Element x y z (Å)
Fe (-1.29353, -0.74650, -1.92531)
P (0.01192, -0.47222, 0.01202)
O (-1.17798, 0.45133, -0.35474)
O (0.82477, -0.28473, 1.28152)
O (0.59625, -0.34496, -1.45604)
O (-0.82002, -1.73530, -0.32894)
C (5.21177, -2.29199, 1.46514)
C (4.01184, -1.54106, 2.00620)
O (2.82216, -2.07714, 1.46081)
H (5.09899, -3.34437, 1.72890)
H (6.09732, -1.90486, 1.98089)
H (5.42342, -2.14277, 0.40852)
H (4.14290, -0.48544, 1.73525)
H (3.99138, -1.60130, 3.09801)
H (2.12590, -1.38307, 1.40557)
C (1.70468, 1.87046, 5.35867)
C (0.67192, 1.21596, 4.45907)
O (1.20866, -0.00969, 3.97707)
H (2.65357, 2.06486, 4.85667)
H (1.95874, 1.15995, 6.15059)
H (1.36081, 2.80644, 5.80182)
H (0.53570, 1.84728, 3.57255)
H (-0.25869, 1.11024, 5.02525)
H (1.00421, -0.07393, 3.02590)
C (-4.86223, -4.01464, 1.78793)
C (-3.55140, -3.28089, 1.74585)
O (-3.04560, -3.32077, 0.39405)
H (-4.78997, -5.03544, 1.41756)
H (-5.60546, -3.50181, 1.16644)
H (-5.30216, -4.00803, 2.78570)
H (-2.86141, -3.81575, 2.40444)
H (-3.56595, -2.23253, 2.05268)
H (-2.17365, -2.88413, 0.41721)
C (5.31687, -0.65062, -2.32953)
C (4.04437, 0.14395, -2.10919)
O (2.94817, -0.52830, -2.72182)
H (6.09916, -0.18056, -1.72656)
H (5.69593, -0.76854, -3.34462)
H (5.15260, -1.66489, -1.95880)
H (4.13976, 1.14865, -2.53598)
H (3.83903, 0.19512, -1.03727)
H (2.13134, -0.35939, -2.19418)
C (-3.66045, 0.49506, 3.92566)
C (-2.55966, 0.62031, 2.87989)
O (-3.15851, 0.64489, 1.59005)
H (-4.26571, -0.40074, 3.78408)
H (-4.34586, 1.33125, 3.76875)
H (-3.22225, 0.53150, 4.92208)
H (-1.83121, -0.18337, 3.04374)
H (-2.03542, 1.57582, 3.00396)
H (-2.43789, 0.49654, 0.94338)
C (2.76457, 2.57619, -4.87474)
C (1.73944, 3.13737, -3.90825)
O (0.86867, 2.11827, -3.43202)
H (2.26622, 2.14917, -5.74326)
H (3.46910, 1.90276, -4.39012)
H (3.37303, 3.40423, -5.25212)
H (1.15419, 3.92017, -4.40691)
H (2.19866, 3.58411, -3.02067)
H (0.67929, 2.27847, -2.48516)
C (4.02199, 3.36811, 1.12184)
C (2.87999, 2.55054, 1.69480)
O (2.22172, 1.92442, 0.60046)
H (4.53530, 3.98511, 1.85754)
H (3.77306, 3.89596, 0.20094)
H (4.77746, 2.66495, 0.74450)
H (2.19746, 3.26039, 2.18227)
H (3.21037, 1.79501, 2.40896)
H (1.65603, 1.17951, 0.93143)
C (1.23982, -5.24312, 2.90721)
C (0.10699, -4.43179, 2.34837)
C (-0.12468, -3.22777, 3.27912)
O (-0.81339, -3.63766, 4.46651)
C (-0.85956, -2.57271, 5.38619)
N (0.40002, -3.98542, 0.99531)
H (1.58293, -6.04121, 2.23940)
H (1.01163, -5.74183, 3.84681)
H (2.10361, -4.57273, 2.93715)
H (-0.89024, -4.88467, 2.33709)
H (-0.73971, -2.47743, 2.76405)
H (0.80645, -2.75374, 3.60104)
H (-1.26008, -2.87134, 6.35259)
H (-1.45665, -1.75038, 4.97710)
H (0.13449, -2.15727, 5.58387)
H (1.20748, -3.35883, 1.04503)
H (-0.28382, -3.31486, 0.65434)
C (-0.49326, 0.10029, -6.09409)
C (-0.96371, -0.69150, -4.87764)
C (0.12086, -1.64925, -4.40028)
O (-0.26421, -2.27140, -3.16475)
C (0.62655, -3.25375, -2.69511)
N (-1.23963, 0.24923, -3.73825)
H (0.43697, 0.63223, -5.89240)
H (-1.23006, 0.87386, -6.32205)
H (-0.31663, -0.52969, -6.96512)
H (-1.90454, -1.18633, -5.13494)
H (1.04953, -1.09367, -4.22914)
H (0.26072, -2.47070, -5.10836)
H (0.32802, -3.68449, -1.73902)
H (1.66156, -2.91934, -2.59779)
H (0.65275, -4.13101, -3.35547)
H (-1.91108, 0.91835, -4.11788)
H (-0.40311, 0.86728, -3.79734)
C (-5.25631, -2.61042, -2.39447)
C (-4.08262, -1.64093, -2.57599)
C (-4.38887, -0.34218, -1.80225)
O (-3.31798, 0.56944, -1.93321)
C (-3.65604, 1.89529, -1.55692)
N (-2.78122, -2.22475, -2.14714)
H (-5.01644, -3.47594, -3.01521)
H (-6.13556, -2.10006, -2.78851)
H (-5.42288, -2.91965, -1.36523)
H (-3.96689, -1.46781, -3.65067)
H (-4.64288, -0.55228, -0.75623)
H (-5.34004, 0.01063, -2.21845)
H (-4.01283, 1.94416, -0.52654)
H (-4.27277, 2.40815, -2.29625)
H (-2.71156, 2.44504, -1.53546)
H (-2.70139, -3.12035, -2.63590)
H (-3.05584, -2.65415, -1.23407)
C (-1.20098, 4.00771, 1.02430)
C (-0.66011, 4.25136, -0.39032)
C (0.49001, 5.24427, -0.36374)
O (0.03427, 6.49373, 0.10606)
C (1.05408, 7.42377, 0.31821)
N (-0.14591, 3.00631, -0.93428)
H (-0.37038, 3.75225, 1.69270)
H (-1.84975, 3.12880, 0.99337)
H (-1.71963, 4.83281, 1.51354)
H (-1.46500, 4.67215, -0.99854)
H (1.00964, 5.35353, -1.32207)
H (1.25859, 4.83876, 0.31139)
H (0.66644, 8.39616, 0.61420)
H (1.67870, 7.63177, -0.56120)
H (1.74259, 7.05315, 1.08698)
H (-0.78515, 2.21316, -0.79202)
H (0.66293, 2.66407, -0.40800)

Forces on the atoms, in the same order (eV/Å):
Fe -0.697 0.131 -0.658
P 0.341 0.139 -1.408
O -1.592 2.741 1.926
O -1.308 -0.231 -1.829
O 2.526 0.362 0.634
O 0.149 -3.201 2.291
C 0.332 0.094 0.778
C 0.218 0.286 -0.493
O -0.320 0.265 -0.169
H 0.168 -0.083 -0.317
H 0.008 -0.164 0.099
H -0.471 -0.149 -0.128
H -0.283 0.072 0.048
H 0.000 -0.021 0.048
H 0.648 -0.426 0.215
C 0.327 -0.326 0.369
C 1.079 0.520 -0.613
O -0.305 -0.124 0.114
H -0.151 0.031 -0.307
H -0.135 0.149 0.160
H -0.138 -0.077 0.018
H -0.526 0.224 0.240
H -0.139 -0.265 -0.264
H -0.034 -0.161 0.480
C -0.926 0.731 -0.244
C 0.597 -0.490 -0.189
O 0.140 -0.049 0.468
H 0.241 -0.031 0.120
H 0.074 -0.034 -0.102
H 0.249 -0.154 0.114
H 0.182 0.144 -0.011
H -0.457 -0.035 0.183
H -0.088 0.032 -0.127
C 0.159 -0.214 0.596
C -0.380 -0.593 -0.551
O -0.175 0.036 -0.017
H 0.142 -0.149 -0.070
H -0.356 0.398 -0.186
H 0.068 0.032 0.118
H 0.015 0.123 0.260
H 0.202 0.323 0.055
H 0.426 -0.055 -0.301
C 0.020 0.482 -0.609
C -0.411 0.365 0.360
O 0.310 -0.647 -0.109
H 0.262 -0.210 0.086
H 0.024 0.077 0.309
H -0.192 -0.041 0.088
H 0.024 -0.100 -0.458
H 0.123 -0.103 0.286
H -0.240 0.187 -0.108
C 0.231 0.770 0.150
C -0.163 -0.074 0.357
O 0.056 -0.409 -0.434
H 0.099 -0.350 0.070
H -0.339 -0.366 -0.129
H -0.082 0.061 -0.035
H 0.010 -0.013 0.028
H 0.257 0.129 -0.227
H -0.259 0.373 -0.090
C 1.078 -1.218 -0.433
C -0.364 0.806 -0.543
O -0.352 -0.509 0.206
H -0.267 0.238 -0.026
H -0.508 0.434 0.376
H 0.048 -0.033 0.215
H -0.151 -0.264 0.256
H 0.118 0.121 0.141
H 0.733 0.625 -0.116
C 0.555 -0.888 -0.696
C -0.937 1.210 0.509
C -0.270 -0.117 0.507
O 0.144 -0.152 -0.023
C 0.236 0.455 -0.025
N 0.546 0.532 -0.295
H -0.411 0.034 -0.203
H 0.067 0.476 0.260
H -0.001 -0.035 0.568
H 0.323 -0.747 -0.049
H -0.002 0.135 -0.079
H 0.195 0.081 -0.345
H -0.263 -0.384 -0.190
H -0.155 0.092 0.074
H 0.118 -0.062 -0.140
H 0.384 -0.564 -0.004
H -0.273 -0.488 0.139
C 0.119 0.143 0.089
C 0.185 0.077 0.228
C 0.001 -0.575 0.108
O -0.729 0.621 -0.363
C 1.027 -1.417 0.202
N 0.908 0.577 -2.070
H 0.084 -0.098 0.205
H -0.076 -0.157 -0.239
H -0.208 -0.034 -0.018
H 0.129 -0.305 0.182
H 0.098 -0.067 -0.145
H 0.219 0.261 -0.253
H -0.357 0.643 0.134
H -0.140 0.498 -0.004
H -0.193 0.290 -0.405
H -0.557 -0.317 0.663
H 0.183 -0.075 0.862
C 0.593 0.362 -0.634
C -0.116 0.185 0.347
C -0.474 -0.905 -0.572
O -0.790 -0.523 -0.360
C 1.339 0.625 0.445
N -2.144 -0.951 0.836
H -0.415 -0.182 0.121
H -0.208 -0.332 0.040
H 0.110 0.055 0.067
H -0.228 0.495 0.058
H 0.518 -0.074 0.175
H 0.242 0.539 -0.229
H -0.456 -0.142 -0.142
H -0.432 -0.357 0.095
H -0.014 -0.062 -0.105
H 0.712 0.521 -0.585
H 0.645 0.744 0.172
C 0.161 -0.190 0.303
C 0.208 0.208 0.749
C 0.393 0.101 0.320
O -0.491 0.159 -0.227
C 0.903 0.053 0.065
N 0.033 -0.858 -0.512
H 0.082 -0.085 -0.100
H -0.174 0.097 0.095
H -0.085 0.138 -0.364
H 0.045 -0.189 -0.282
H -0.330 -0.018 -0.299
H 0.012 0.017 0.207
H -0.415 -0.215 0.196
H -0.184 -0.310 -0.271
H -0.003 0.114 0.153
H 0.003 0.613 -0.063
H 0.134 0.587 0.157

No. 2
A cluster of 4 separate species, C12H27BFO12P in total, computed with ωB97M-V/def2-TZVPD.

Values from the calculation:
Kohn-Sham gap: 10.08 eV
HOMO level: -10.26 eV
Molecular weight: 424.1 u
SMILES: O=[P@](O)(OF)OB(O)O.CCOC(C)=O.CCOC(C)=O.CCOC(C)=O

Element x y z (Å)
O (-1.42267, 4.74970, -2.05675)
P (-2.14158, 3.50693, -1.84919)
O (-3.05274, 2.98861, -3.02700)
O (-3.17704, 3.65049, -0.55660)
F (-4.45264, 3.09103, -0.86720)
O (-1.19452, 2.29991, -1.49625)
B (-1.58363, 0.99413, -1.14883)
O (-2.54927, 0.80984, -0.20944)
O (-0.96738, -0.05463, -1.80560)
H (-3.96977, 2.81637, -2.77977)
H (-3.07909, 0.02203, -0.36125)
H (-0.19630, -0.33050, -1.29299)
C (3.98101, 2.32614, 2.06645)
C (3.27288, 2.36769, 0.73228)
O (2.19941, 1.40849, 0.68702)
C (0.97448, 1.66373, 1.16156)
C (0.72979, 2.89401, 1.99593)
O (0.10138, 0.85585, 0.95137)
H (3.32467, 2.62035, 2.88413)
H (4.84399, 2.99251, 2.06538)
H (4.32615, 1.31805, 2.27585)
H (2.90943, 3.36384, 0.47823)
H (3.93821, 2.05860, -0.07167)
H (0.93449, 2.64621, 3.03766)
H (-0.31923, 3.16086, 1.89940)
H (1.33667, 3.74898, 1.71180)
C (-2.69012, -2.96901, -6.40377)
C (-3.61527, -1.87182, -5.92207)
O (-4.57690, -2.34983, -4.97459)
C (-4.32101, -2.42656, -3.65065)
C (-2.90450, -2.25004, -3.15784)
O (-5.22861, -2.68229, -2.90833)
H (-2.07920, -3.36425, -5.59229)
H (-2.02397, -2.58587, -7.17714)
H (-3.27058, -3.79234, -6.81956)
H (-3.06310, -1.02370, -5.51573)
H (-4.21567, -1.49489, -6.74844)
H (-2.40548, -3.21889, -3.16456)
H (-2.94397, -1.89399, -2.13384)
H (-2.31275, -1.54366, -3.73211)
C (1.44171, -2.31093, 5.29943)
C (1.79231, -1.51458, 4.06101)
O (2.72612, -0.46238, 4.34052)
C (4.06273, -0.64700, 4.33762)
C (4.62315, -2.04863, 4.31013)
O (4.76409, 0.32583, 4.39927)
H (2.30944, -2.83385, 5.70203)
H (0.67586, -3.05034, 5.06450)
H (1.05943, -1.64836, 6.07556)
H (2.16251, -2.14929, 3.25542)
H (0.91288, -0.99959, 3.67792)
H (4.72246, -2.39980, 5.33712)
H (5.61227, -2.00356, 3.86322)
H (4.01947, -2.75960, 3.75267)

Forces on the atoms, in the same order (eV/Å):
O -0.027 -0.058 0.137
P 0.331 -0.076 -0.087
O -0.005 -0.022 0.017
O -0.304 0.231 -0.035
F 0.279 -0.049 0.099
O -0.423 -0.007 0.074
B 0.452 -0.432 0.239
O -0.592 0.525 -0.639
O 0.063 0.296 0.206
H -0.077 0.025 0.008
H 0.249 -0.239 0.274
H 0.011 -0.134 -0.055
C -0.044 0.003 -0.054
C 0.121 0.086 0.140
O -0.127 0.018 -0.246
C 0.162 0.053 0.155
C -0.092 0.098 -0.183
O 0.006 -0.141 -0.160
H 0.023 0.024 0.005
H -0.001 0.007 -0.033
H 0.060 0.011 0.010
H -0.086 -0.033 0.009
H -0.016 -0.044 0.008
H 0.024 0.000 0.010
H -0.022 -0.069 0.044
H 0.055 -0.030 0.043
C -0.030 -0.071 0.071
C 0.078 -0.005 -0.077
O -0.058 0.097 0.016
C 0.067 -0.112 -0.006
C -0.077 0.216 -0.034
O -0.016 0.014 0.032
H 0.026 0.034 -0.005
H -0.005 0.009 -0.009
H 0.000 0.012 -0.025
H -0.003 -0.011 0.021
H -0.024 -0.018 0.010
H 0.002 -0.014 -0.030
H -0.016 -0.108 0.038
H 0.054 -0.065 -0.022
C 0.081 0.040 0.055
C -0.093 -0.077 0.014
O -0.007 0.043 -0.116
C -0.080 0.029 0.047
C 0.013 0.017 -0.180
O 0.107 -0.087 0.104
H -0.007 -0.030 -0.028
H -0.011 0.005 -0.008
H -0.028 -0.003 -0.011
H 0.023 0.006 0.007
H 0.011 0.025 -0.001
H -0.016 -0.017 0.010
H 0.030 0.039 0.074
H -0.038 -0.012 0.066

Among the records above, which one has the highest molecular weight? C30H86FeN4O15P